Record 1
{
  "formula": "C26H31N4O9S3Y",
  "method": "wB97M-V/def2-TZVPD",
  "species": ["Y", "S", "S", "S", "O", "O", "O", "O", "O", "O", "O", "O", "O", "N", "N", "N", "N", "C", "C", "C", "C", "C", "C", "C", "C", "C", "C", "C", "C", "C", "C", "C", "C", "C", "C", "C", "C", "C", "C", "C", "C", "C", "C", "H", "H", "H", "H", "H", "H", "H", "H", "H", "H", "H", "H", "H", "H", "H", "H", "H", "H", "H", "H", "H", "H", "H", "H", "H", "H", "H", "H", "H", "H", "H"],
  "xyz": [[0.215, -0.717, -0.058], [0.681, 4.988, 0.823], [2.635, 1.727, 2.917], [-1.526, 1.423, 3.359], [1.297, -2.479, -1.105], [-1.218, 0.630, -1.465], [-3.273, 0.063, -1.146], [0.852, 0.980, 0.929], [-4.133, -1.177, 0.711], [-0.118, -0.954, -3.262], [1.217, -4.123, -2.635], [-1.972, -0.571, 0.825], [2.061, 0.354, -1.779], [-2.410, 0.833, -1.681], [2.340, -1.444, 1.268], [-0.201, -2.187, 2.126], [-1.276, -2.414, -0.888], [1.196, -0.819, -3.776], [3.409, 0.036, -1.470], [0.350, 2.197, 1.424], [-0.988, -1.627, -4.149], [-3.497, -3.198, -1.194], [-0.803, -3.430, -1.603], [0.628, 3.167, -0.954], [-1.639, -4.396, -2.136], [-1.115, 2.140, 1.841], [-2.908, -1.075, 0.139], [-2.221, 2.633, 1.224], [0.713, -3.367, -1.815], [0.533, 3.319, 0.393], [0.935, -2.265, 3.049], [0.950, 3.503, 3.635], [-3.417, 2.408, 1.963], [-2.581, -2.292, -0.691], [1.804, 0.435, -3.180], [2.010, 3.556, 4.584], [-3.005, -4.276, -1.922], [-3.193, 1.760, 3.137], [0.822, 5.463, -0.821], [0.793, 4.393, -1.654], [2.988, 2.652, 4.325], [2.184, -2.539, 2.226], [1.151, 2.563, 2.673], [2.050, -3.465, 1.663], [-3.689, -5.013, -2.322], [3.050, -2.659, 2.885], [-0.994, -1.716, 2.545], [-1.211, -5.210, -2.705], [4.089, 0.665, -2.049], [0.550, 2.200, -1.413], [0.935, 6.507, -1.069], [3.547, 0.261, -0.413], [-4.551, -3.053, -1.006], [-4.391, 2.742, 1.632], [-0.496, -3.119, 1.858], [3.622, -1.017, -1.673], [1.790, -1.709, -3.543], [3.038, -1.687, 0.574], [0.896, 4.466, -2.728], [-4.188, -0.443, 1.343], [3.896, 2.469, 4.877], [0.811, -3.033, 3.819], [-1.969, -1.671, -3.676], [1.161, -0.690, -4.865], [0.068, 4.127, 3.673], [1.093, 1.251, -3.326], [2.732, 0.666, -3.710], [2.634, -0.601, 1.750], [-3.900, 1.486, 3.906], [1.037, -1.296, 3.544], [-0.640, -2.644, -4.358], [2.031, 4.241, 5.420], [-2.194, 3.153, 0.277], [-1.077, -1.081, -5.095]],
  "de_lowest_kj_mol": 74.09,
  "orbital_gap_ev": 8.5,
  "total_energy_ev": -85404.902
}

Record 2
{
  "formula": "C23H23BaN3O4S",
  "method": "wB97M-V/def2-TZVPD",
  "species": ["Ba", "S", "O", "O", "O", "O", "N", "N", "N", "C", "C", "C", "C", "C", "C", "C", "C", "C", "C", "C", "C", "C", "C", "C", "C", "C", "C", "C", "C", "C", "C", "C", "H", "H", "H", "H", "H", "H", "H", "H", "H", "H", "H", "H", "H", "H", "H", "H", "H", "H", "H", "H", "H", "H", "H"],
  "xyz": [[0.456, -0.750, 0.147], [4.228, -0.258, -0.818], [3.118, -0.116, 0.180], [1.582, -3.129, 0.241], [2.781, -3.764, -1.445], [1.183, -2.329, -1.712], [-2.366, -2.207, 0.359], [1.868, -3.108, -0.990], [1.266, 2.257, -0.010], [5.003, 1.360, -0.896], [1.987, 4.228, 1.137], [-4.735, -2.070, 0.093], [-3.252, 2.809, 0.414], [-4.866, -3.417, 0.041], [-4.517, 0.786, 0.452], [-2.483, -3.571, 0.328], [-2.093, 2.047, 0.328], [1.764, 4.259, -1.223], [2.086, 4.939, -0.056], [-3.342, 0.026, 0.339], [-4.479, 2.168, 0.489], [-3.722, -4.233, 0.170], [2.509, 6.379, -0.069], [-3.775, -5.643, 0.144], [-2.635, -6.383, 0.277], [-3.453, -1.461, 0.269], [-2.075, 0.642, 0.298], [1.360, 2.935, -1.150], [-1.324, -4.366, 0.473], [5.534, -1.143, 0.025], [1.578, 2.907, 1.110], [-1.398, -5.731, 0.446], [-4.739, -6.123, 0.017], [-5.399, 2.733, 0.577], [-0.370, -3.879, 0.605], [3.498, 6.497, 0.376], [-0.494, -6.316, 0.556], [4.249, 2.040, -1.290], [-3.202, 3.893, 0.432], [-5.612, -1.455, -0.021], [2.539, 6.774, -1.082], [1.814, 6.986, 0.515], [-5.838, -3.877, -0.100], [1.084, 2.401, -2.054], [5.153, -2.149, 0.191], [5.308, 1.679, 0.100], [-5.493, 0.324, 0.530], [2.216, 4.700, 2.084], [-2.678, -7.464, 0.255], [5.856, 1.314, -1.572], [-1.156, 2.596, 0.288], [1.489, 2.348, 2.036], [1.810, 4.754, -2.184], [6.409, -1.182, -0.623], [5.766, -0.659, 0.972]],
  "de_lowest_kj_mol": 12.96,
  "orbital_gap_ev": 6.8,
  "total_energy_ev": -48411.223
}

Record 3
{
  "formula": "C16H20BCrF4NO4S",
  "method": "wB97M-V/def2-TZVPD",
  "species": ["Cr", "S", "F", "F", "F", "F", "O", "O", "O", "O", "N", "C", "C", "C", "C", "C", "C", "C", "C", "C", "C", "C", "C", "C", "C", "C", "C", "B", "H", "H", "H", "H", "H", "H", "H", "H", "H", "H", "H", "H", "H", "H", "H", "H", "H", "H", "H", "H"],
  "xyz": [[-0.298, -1.779, 0.065], [-1.491, 7.351, -0.973], [-2.297, -2.584, -0.288], [-4.374, -1.593, -0.301], [-3.654, -3.016, 1.410], [-4.145, -3.913, -0.620], [0.618, -3.434, -0.515], [1.279, -1.288, 1.312], [3.495, -1.582, 1.711], [-0.872, 9.453, 0.447], [1.737, -1.117, -1.377], [-1.152, 0.139, -0.093], [0.295, 7.498, 1.121], [2.063, -5.373, -0.596], [-2.376, 4.940, -0.075], [0.773, -4.783, -0.019], [-0.511, -5.570, -0.330], [-1.246, 1.378, -0.238], [-0.657, 8.270, 0.376], [-1.293, 5.615, -0.590], [-0.150, 4.851, -0.961], [-1.356, 2.780, -0.291], [-0.170, 3.483, -0.793], [2.538, -1.350, 0.966], [2.868, -1.129, -0.540], [-2.441, 3.597, 0.065], [1.062, -4.667, 1.452], [-3.692, -2.742, 0.069], [0.938, 6.946, 0.426], [2.073, -5.360, -1.738], [1.524, -2.115, -1.579], [-3.277, 3.104, 0.628], [-0.434, -6.609, 0.086], [0.642, 2.818, -1.037], [2.376, -6.280, -0.131], [-3.199, 5.517, 0.416], [-0.624, -5.669, -1.407], [-1.428, -5.148, 0.073], [-0.055, 6.720, 1.753], [0.771, 5.385, -1.284], [1.878, -0.617, -2.235], [3.758, -1.763, -0.769], [2.863, -4.657, -0.317], [0.753, 8.234, 1.678], [1.031, -5.633, 1.966], [3.403, -0.140, -0.490], [2.030, -4.231, 1.628], [0.421, -3.936, 1.938]],
  "de_lowest_kj_mol": 106.06,
  "multiplicity": 5,
  "total_charge": -2,
  "orbital_gap_ev": [5.8, 6.9],
  "total_energy_ev": -77407.104
}

Record 4
{
  "formula": "C10H19BO8S",
  "method": "wB97M-V/def2-TZVPD",
  "species": ["S", "O", "O", "O", "O", "O", "O", "O", "O", "C", "C", "C", "C", "C", "C", "C", "C", "C", "C", "B", "H", "H", "H", "H", "H", "H", "H", "H", "H", "H", "H", "H", "H", "H", "H", "H", "H", "H", "H"],
  "xyz": [[2.128, -0.566, -2.362], [-6.367, -0.337, 1.739], [2.887, -0.350, -0.946], [2.298, -1.923, -2.695], [2.612, 0.323, -3.341], [0.679, -0.151, -1.854], [2.381, 3.302, 0.113], [1.088, -2.048, 1.301], [-4.180, -0.155, 1.416], [-5.478, 0.208, 1.234], [-0.622, 0.314, 0.210], [-2.829, -0.882, -0.532], [0.705, 0.503, -0.549], [3.443, -1.325, 1.962], [0.659, 2.035, -0.979], [-1.350, -1.042, -0.045], [2.022, 0.114, 0.122], [-3.809, -1.285, 0.591], [2.040, 2.704, -1.140], [2.085, -1.136, 1.136], [-3.443, -2.103, 1.217], [0.108, 2.641, -0.255], [-3.063, 0.134, -0.861], [-2.965, -1.626, -1.326], [2.449, 0.932, 0.716], [4.156, -1.777, 1.253], [-0.467, 0.482, 1.284], [0.195, 2.045, -1.969], [-4.721, -1.652, 0.093], [-1.323, 1.097, -0.098], [-0.789, -1.729, -0.682], [1.413, -2.774, 1.852], [3.337, 3.364, 0.227], [2.817, 2.061, -1.564], [-1.412, -1.538, 0.931], [-5.703, 1.054, 0.556], [3.298, -2.072, 2.753], [1.903, 3.530, -1.860], [3.816, -0.374, 2.350]],
  "orbital_gap_ev": 10.2,
  "total_energy_ev": -38568.879
}